No. 1
{
  "formula": "C14H22I2NO4P2STl",
  "method": "ωB97M-V/def2-TZVPD",
  "elements": ["I", "I", "Tl", "P", "C", "C", "H", "H", "H", "H", "H", "H", "C", "H", "H", "H", "P", "C", "C", "H", "H", "H", "C", "H", "H", "H", "H", "H", "H", "C", "O", "O", "C", "N", "S", "O", "O", "C", "C", "C", "C", "C", "C", "H", "H", "H", "H"],
  "xyz": [[1.1017, -2.8542, -2.5729], [-1.3543, 2.1429, -1.3343], [0.2342, -0.1205, -2.2372], [2.6061, 0.9764, -1.5630], [3.8324, 0.7996, -0.2394], [3.6325, 0.5387, -3.0220], [4.5837, 1.0945, -3.0134], [3.3788, 3.3046, -1.7759], [3.0707, 0.7547, -3.9414], [1.7266, 3.0606, -2.4624], [3.6987, -0.1669, 0.2622], [3.8189, -0.5459, -2.9868], [2.4083, 2.8017, -1.6430], [4.8539, 0.8899, -0.6339], [1.9333, 3.1339, -0.7090], [3.6784, 1.5976, 0.5002], [-2.4579, -1.0057, -2.6094], [-3.2497, -2.1199, -1.3626], [-3.8687, 0.1206, -2.9738], [-1.9487, -1.6145, -4.8917], [-3.5232, -2.3218, -4.3715], [-1.9409, -3.0379, -3.8364], [-2.4841, -2.1145, -4.0741], [-3.5117, 0.9128, -3.6411], [-4.6898, -0.4402, -3.4498], [-4.2286, -2.4730, -1.7377], [-3.3710, -1.5651, -0.4204], [-4.2078, 0.5964, -2.0465], [-2.5737, -2.9687, -1.1833], [-0.4142, -0.2773, 0.3178], [-0.9658, -1.1903, 0.7939], [1.9840, -1.5152, 1.9287], [1.2355, -0.6145, 2.3024], [0.7840, 0.3936, 1.4290], [0.0901, 1.7052, 2.2455], [1.0456, 2.7691, 2.2746], [-1.2680, 1.9392, 1.8688], [0.0275, 0.8278, 3.7726], [-0.8651, 1.1007, 4.8049], [-1.1180, 0.0892, 5.7435], [-0.3687, -1.1109, 5.6936], [0.5556, -1.3349, 4.6713], [0.6713, -0.3922, 3.6465], [-1.2993, 2.0818, 4.8732], [-1.8327, 0.2678, 6.5331], [-0.5522, -1.8694, 6.4530], [1.1426, -2.2455, 4.6182]],
  "forces_ev_per_angstrom": [[-0.29, 0.93, 0.16], [0.34, -0.37, 0.56], [0.03, -1.19, 0.51], [1.55, 1.58, -1.29], [-0.51, -0.57, 1.19], [-0.65, -0.29, -0.15], [-0.42, -0.19, 0.07], [-0.27, -0.32, 0.07], [0.28, -0.02, 0.12], [0.28, 0.08, 0.07], [0.26, 0.18, 0.00], [0.09, 0.33, -0.06], [-0.68, -0.30, -0.03], [-0.43, -0.11, -0.22], [0.22, 0.00, -0.15], [-0.12, -0.28, -0.15], [-1.84, -1.36, -0.86], [0.87, 0.31, 0.53], [0.69, 0.62, 0.10], [-0.26, -0.22, -0.01], [0.38, 0.05, 0.19], [-0.24, 0.18, -0.09], [0.74, 0.36, -0.06], [-0.30, -0.10, -0.03], [0.43, 0.10, 0.23], [0.52, 0.29, 0.00], [-0.13, -0.30, -0.26], [-0.01, -0.16, -0.21], [-0.32, 0.17, 0.00], [0.37, -0.78, 3.71], [0.33, 1.48, -2.01], [-1.71, 1.75, 0.43], [1.93, -2.36, 0.46], [-0.99, 0.75, -3.43], [0.31, 0.29, 2.45], [-0.19, -0.29, -0.62], [-0.15, 0.03, -1.19], [-0.75, -0.46, -0.08], [0.54, -0.32, 0.23], [1.14, 0.05, -0.54], [-0.29, 0.54, -0.15], [-0.05, -0.10, 0.00], [-0.23, -0.08, 0.64], [-0.42, 0.08, 0.04], [-0.04, -0.09, 0.02], [0.17, 0.14, -0.21], [-0.19, -0.01, 0.02]],
  "homo_lumo_gap_ev": [3.8, 4.5],
  "total_charge": 2,
  "e_lumo_ev": [-11.1, -10.5]
}



No. 2
{
  "formula": "C41H50NO22P3S",
  "method": "ωB97M-V/def2-TZVPD",
  "elements": ["C", "C", "O", "C", "C", "O", "P", "C", "C", "C", "S", "P", "N", "P", "C", "C", "C", "C", "H", "H", "H", "H", "H", "H", "H", "H", "H", "H", "H", "H", "H", "H", "H", "H", "H", "H", "H", "H", "H", "H", "H", "H", "H", "H", "H", "H", "H", "H", "O", "C", "C", "C", "O", "C", "O", "C", "C", "O", "H", "H", "H", "H", "O", "C", "C", "C", "O", "C", "O", "C", "C", "O", "H", "H", "H", "H", "O", "C", "C", "C", "O", "C", "O", "C", "C", "O", "H", "H", "H", "H", "O", "C", "C", "C", "O", "C", "O", "C", "C", "O", "H", "H", "H", "H", "O", "C", "C", "C", "O", "C", "O", "C", "C", "O", "H", "H", "H", "H"],
  "xyz": [[6.8354, 0.7988, 0.5393], [6.3717, 0.1829, -0.7272], [5.1945, -0.5546, -0.6251], [4.0987, 0.1727, -0.1608], [2.9335, -0.5331, -0.7223], [1.6866, -0.1143, -0.1958], [1.3603, -0.1617, 1.4234], [-0.3513, -0.2528, 2.1334], [-1.4225, 0.3378, 1.2752], [-1.7206, -0.4495, 0.0383], [-2.8215, 0.4999, -1.0353], [1.4188, -2.4629, 1.2598], [0.4642, -3.0707, 0.1433], [1.6323, 2.0978, 1.4678], [0.4156, 2.9011, 2.5855], [0.3709, 4.3903, 2.3316], [1.5898, 2.8913, -0.1837], [0.4109, 2.7016, -1.0769], [7.7635, 1.2764, 0.3724], [6.1695, 1.5290, 0.9110], [6.9805, 0.0717, 1.2905], [7.1093, -0.4923, -1.0598], [6.2733, 0.9406, -1.4721], [4.1397, 1.1719, -0.5109], [4.0930, 0.2122, 0.9060], [2.8937, -0.3272, -1.7554], [3.0872, -1.5840, -0.6382], [2.3937, -0.2804, 2.3737], [-0.6263, -1.2653, 2.2505], [-0.3715, 0.1527, 3.1035], [-2.2944, 0.2873, 1.8753], [-1.2629, 1.3651, 1.0730], [-2.2871, -1.2884, 0.3076], [-0.8556, -0.7535, -0.4820], [-2.0255, 0.7735, -2.0356], [2.7495, -2.8750, 1.0507], [1.0719, -2.9666, 2.5277], [0.9777, -3.5953, -0.5379], [0.7510, 2.7293, 3.5656], [-0.5767, 2.5312, 2.4846], [1.3248, 4.7497, 2.0541], [-0.2975, 4.5462, 1.5318], [-0.0029, 4.8758, 3.1936], [1.7695, 3.9195, -0.0430], [2.4395, 2.5078, -0.6866], [0.1236, 1.6877, -1.1113], [-0.4055, 3.3211, -0.8313], [0.6932, 2.9668, -2.0629], [-0.6523, -1.8749, 4.7737], [-1.7143, -1.9522, 5.3625], [-1.9549, -1.3727, 6.6668], [-3.1614, -1.5131, 7.2364], [-3.4765, -1.0246, 8.4108], [-4.2861, -2.2602, 6.5635], [-5.3339, -2.3419, 7.1717], [-4.0508, -2.8242, 5.2502], [-2.8453, -2.6849, 4.6782], [-2.5545, -3.1717, 3.4933], [-1.1445, -0.8392, 7.1416], [-4.4072, -1.2788, 8.5745], [-4.8649, -3.3471, 4.7705], [-1.6200, -2.9619, 3.3058], [-3.7226, 1.1734, -3.8774], [-4.5821, 0.7683, -4.6338], [-4.5821, 1.0303, -6.0591], [-5.5915, 0.5738, -6.8130], [-5.6835, 0.7629, -8.1089], [-6.7400, -0.2084, -6.2296], [-7.6132, -0.5592, -7.0006], [-6.7272, -0.4944, -4.8135], [-5.7143, -0.0475, -4.0498], [-5.6338, -0.2927, -2.7668], [-3.7600, 1.5978, -6.4690], [-6.5151, 0.3292, -8.3878], [-7.5426, -1.0755, -4.4093], [-4.7929, 0.0753, -2.4143], [4.0621, -1.5213, -7.6371], [3.4508, -0.7936, -6.8802], [2.0357, -0.9033, -6.5961], [1.4642, -0.0311, -5.7514], [0.1925, -0.0568, -5.4416], [2.2495, 1.0723, -5.0810], [1.6518, 1.8259, -4.3355], [3.6700, 1.1685, -5.3520], [4.2389, 0.2942, -6.1945], [5.5139, 0.2979, -6.5027], [1.4817, -1.6939, -7.0805], [0.0248, 0.6827, -4.8226], [4.2284, 1.9506, -4.8587], [5.6450, -0.4392, -7.1329], [-2.0626, 7.0626, 3.4908], [-2.8919, 6.3866, 4.0655], [-3.3589, 5.1064, 3.5806], [-4.2968, 4.4380, 4.2657], [-4.7816, 3.2726, 3.9059], [-4.8886, 4.9812, 5.5434], [-5.7429, 4.3086, 6.0846], [-4.4040, 6.2539, 6.0446], [-3.4648, 6.9183, 5.3544], [-2.9647, 8.0748, 5.7218], [-2.9298, 4.7315, 2.6621], [-5.4460, 3.0325, 4.5826], [-4.8231, 6.6273, 6.9672], [-2.3130, 8.3237, 5.0365], [6.1168, -7.6129, -0.1864], [5.0910, -7.1268, -0.6215], [3.7773, -7.3351, -0.0515], [2.7032, -6.7617, -0.6185], [1.4988, -6.9163, -0.1322], [2.8248, -5.8968, -1.8524], [1.8166, -5.4195, -2.3283], [4.1466, -5.6723, -2.4096], [5.2130, -6.2454, -1.8356], [6.4451, -6.1018, -2.2661], [3.7043, -7.9566, 0.8288], [0.8919, -6.4036, -0.7010], [4.2244, -5.0409, -3.2824], [7.0078, -6.6294, -1.6647]],
  "forces_ev_per_angstrom": [[-0.09, -0.06, -0.04], [-0.06, 0.15, 0.22], [-0.03, -0.77, -0.11], [0.60, -0.37, 0.03], [-0.75, -0.16, 0.11], [-0.34, 0.31, 0.46], [-0.30, 0.21, -0.16], [0.69, -0.34, -1.13], [0.19, -0.07, 0.08], [-0.43, 1.32, -0.28], [-0.87, 0.07, 0.25], [-0.59, -0.46, -1.44], [-0.16, 0.37, 0.62], [1.33, -0.07, 0.56], [0.05, 0.14, -1.21], [-0.07, -1.03, 0.11], [-1.01, -0.94, 0.51], [0.40, 0.18, -0.19], [1.12, 0.59, -0.20], [-0.87, 0.91, 0.43], [0.15, -0.95, 0.94], [0.86, -0.94, -0.57], [-0.24, 0.77, -0.84], [0.03, 1.27, -0.40], [-0.10, 0.02, 1.07], [-0.22, 0.23, -1.36], [0.00, -0.94, 0.24], [-0.09, 0.10, 0.40], [-0.07, -1.38, 0.25], [0.32, 0.83, 1.26], [-1.15, 0.26, 0.70], [0.32, 0.99, -0.46], [-0.49, -1.54, 0.26], [0.94, -0.48, -0.72], [0.61, 0.12, -0.54], [0.32, 0.00, 0.58], [0.35, 0.17, 0.50], [0.06, -0.31, -0.51], [0.46, -0.46, 1.39], [-0.85, -0.48, 0.10], [1.07, 0.72, -0.09], [-0.77, 0.58, -1.07], [-0.29, 0.82, 0.83], [0.37, 1.38, 0.33], [1.04, -0.40, -0.36], [-0.53, -1.22, 0.04], [-1.18, 0.60, 0.55], [0.23, 0.31, -1.22], [0.08, -0.15, -0.25], [-0.11, 0.20, 0.42], [0.10, 0.00, -0.09], [0.25, -0.08, -0.34], [-0.13, 0.22, 0.52], [0.13, -0.18, -0.47], [-0.17, 0.06, 0.21], [-0.14, 0.02, 0.10], [-0.19, 0.06, 0.37], [0.16, -0.15, -0.49], [0.00, 0.00, 0.04], [-0.03, -0.02, -0.01], [0.01, -0.03, -0.04], [0.02, -0.02, 0.04], [0.10, 0.01, 0.19], [-0.05, 0.10, -0.41], [0.06, 0.01, 0.07], [0.17, 0.04, 0.35], [-0.02, 0.10, -0.56], [0.03, -0.07, 0.49], [-0.10, -0.03, -0.23], [-0.11, -0.01, -0.10], [-0.12, -0.08, -0.44], [0.13, 0.00, 0.54], [0.01, 0.02, -0.03], [-0.04, -0.02, 0.02], [-0.01, -0.02, 0.06], [-0.02, -0.07, -0.02], [0.23, -0.09, -0.12], [-0.51, -0.01, 0.13], [0.12, -0.09, -0.10], [0.45, -0.04, -0.18], [-0.72, 0.08, 0.23], [0.55, 0.07, -0.03], [-0.29, -0.10, 0.02], [-0.11, 0.07, 0.10], [-0.33, 0.13, 0.19], [0.56, 0.02, -0.12], [-0.05, 0.00, 0.01], [0.07, -0.04, -0.03], [0.03, 0.02, -0.02], [-0.02, -0.03, -0.03], [0.20, 0.34, 0.10], [-0.23, -0.52, -0.21], [0.12, -0.05, -0.18], [0.24, 0.39, 0.05], [-0.19, -0.49, -0.15], [0.23, 0.47, 0.14], [-0.15, -0.23, 0.03], [-0.11, -0.12, 0.03], [-0.24, -0.34, 0.01], [0.22, 0.49, 0.16], [-0.03, -0.04, -0.02], [-0.03, 0.01, 0.03], [0.00, 0.04, 0.02], [0.01, 0.00, -0.03], [0.28, -0.03, 0.02], [-0.48, -0.06, 0.18], [0.22, -0.05, 0.01], [0.79, -0.13, 0.08], [-0.81, 0.14, -0.09], [0.56, 0.07, -0.20], [-0.50, -0.01, 0.19], [-0.09, 0.01, 0.02], [-0.41, 0.07, -0.02], [0.54, 0.08, -0.21], [-0.06, -0.01, 0.02], [-0.07, 0.05, 0.05], [0.02, 0.01, -0.03], [0.00, -0.03, 0.03]],
  "homo_lumo_gap_ev": 5.9,
  "total_charge": 0,
  "e_lumo_ev": -1.6
}